No. 1
{"formula": "C34H26F10N5O4PtS", "method": "ωB97M-V with the def2-TZVPD basis set", "symbols": ["C", "H", "H", "F", "C", "N", "F", "C", "C", "F", "C", "H", "H", "O", "H", "H", "F", "Pt", "F", "C", "O", "H", "C", "N", "H", "H", "C", "H", "H", "C", "H", "C", "C", "F", "C", "C", "H", "C", "C", "H", "H", "C", "C", "C", "F", "O", "N", "C", "C", "C", "C", "C", "H", "F", "C", "C", "S", "H", "C", "H", "N", "H", "H", "H", "C", "C", "H", "C", "F", "H", "H", "C", "C", "H", "H", "C", "N", "C", "F", "O", "C"], "positions_angstrom": [[-0.980, 4.974, 0.257], [0.750, -2.352, -5.544], [-1.147, -3.709, 0.504], [0.274, 5.444, 0.357], [2.509, -3.076, -1.881], [-0.621, -1.832, -0.341], [-1.749, 7.089, -0.518], [2.266, -0.476, -6.687], [1.667, 0.848, -4.701], [-4.813, 3.608, 0.050], [1.226, -3.089, -1.347], [2.084, -0.973, 5.434], [-4.725, -1.656, -1.409], [1.573, 2.831, 2.501], [6.062, -0.541, 2.368], [1.605, 0.617, 0.285], [-4.281, 6.044, -0.603], [-1.111, 0.121, 0.478], [0.696, -4.318, -1.078], [3.204, -1.535, 1.781], [-0.113, 2.933, 1.054], [2.200, 1.688, -5.126], [0.227, -1.373, -3.742], [2.794, -0.558, -7.710], [1.099, 1.885, -2.950], [-3.641, -3.152, 0.276], [0.533, 3.270, 2.155], [-3.046, -1.638, -2.017], [-1.737, -3.423, -1.125], [-2.496, 3.023, 0.524], [-1.188, 1.195, 4.633], [0.534, -1.932, -1.005], [2.565, -0.685, -1.750], [3.282, 0.465, -1.750], [1.095, -0.573, -1.467], [-4.004, 1.165, 0.671], [-2.702, -2.344, 1.541], [0.845, -1.461, -4.938], [0.790, 0.536, -0.439], [5.779, -2.040, 1.491], [-3.886, -0.121, -1.757], [-3.256, 5.269, -0.221], [-1.535, -2.931, -0.164], [-1.214, 1.181, 3.546], [-0.120, 4.206, 2.874], [-0.942, -2.251, 3.243], [-3.228, -1.093, -0.021], [3.752, -1.262, 4.101], [3.194, -1.848, -2.018], [-2.842, -2.417, 0.464], [1.613, -0.371, -5.431], [-3.758, -1.129, -1.368], [-0.389, -2.183, -3.378], [-0.948, 0.238, -2.532], [2.409, -1.142, 4.418], [-1.984, 5.812, -0.174], [-0.225, -1.141, 3.794], [3.502, -1.688, 0.751], [-1.227, 3.665, 0.622], [-3.655, -0.540, 1.922], [-0.760, 0.211, 2.865], [6.178, -2.081, 3.215], [-5.095, -0.664, 0.899], [0.701, 1.505, -0.925], [-4.042, -0.335, 0.920], [0.369, -0.191, -2.839], [-4.423, 1.364, -0.321], [4.166, -1.451, 2.784], [3.119, -4.220, -2.254], [-1.681, 1.990, 2.996], [-4.702, 1.612, 1.389], [1.475, -1.226, 3.393], [1.062, 0.956, -3.501], [4.492, -1.201, 4.889], [1.109, -1.514, 1.302], [1.857, -1.434, 2.079], [-2.658, 1.720, 0.811], [5.627, -1.539, 2.446], [4.497, -1.879, -2.360], [-0.352, -0.830, 5.194], [-3.502, 3.955, 0.116]], "forces_ev_per_a": [[-0.02, 0.01, -0.01], [0.00, -0.01, -0.01], [0.01, 0.00, -0.02], [-0.02, 0.01, 0.00], [0.03, 0.09, 0.09], [0.17, -0.07, 0.13], [0.00, 0.00, 0.00], [0.01, 0.02, 0.03], [0.01, 0.00, 0.07], [0.02, -0.04, 0.00], [0.00, -0.04, -0.07], [-0.02, -0.03, 0.03], [-0.01, -0.01, 0.00], [-0.04, -0.12, 0.16], [-0.01, 0.02, 0.00], [-0.04, -0.04, -0.05], [0.02, 0.00, 0.00], [0.08, 0.23, -0.48], [0.00, 0.02, -0.01], [-0.02, -0.02, 0.01], [-0.10, 0.03, 0.06], [0.00, 0.01, 0.00], [0.00, 0.00, 0.04], [0.01, 0.00, -0.03], [-0.02, 0.03, 0.01], [-0.01, -0.02, 0.04], [0.16, 0.26, -0.27], [-0.01, 0.00, -0.02], [-0.01, 0.03, -0.01], [-0.02, 0.14, -0.08], [0.03, -0.08, 0.04], [-0.04, 0.03, 0.03], [0.04, -0.01, -0.03], [0.01, 0.01, 0.01], [0.09, -0.06, 0.05], [-0.06, 0.00, -0.01], [0.05, 0.02, 0.01], [0.01, 0.04, 0.06], [0.04, -0.08, 0.23], [0.00, 0.00, -0.01], [-0.01, 0.01, -0.01], [0.05, 0.03, 0.00], [-0.08, -0.03, 0.02], [-0.06, -0.12, -0.07], [-0.03, -0.13, 0.08], [0.05, 0.00, 0.00], [-0.04, -0.06, 0.21], [-0.03, 0.02, 0.01], [-0.07, -0.05, -0.01], [-0.02, 0.01, -0.06], [0.01, -0.05, -0.09], [0.07, 0.03, -0.02], [-0.03, 0.01, 0.00], [0.00, -0.01, -0.03], [0.06, 0.12, -0.09], [-0.01, -0.10, 0.02], [-0.07, 0.27, -0.11], [0.01, 0.00, -0.03], [0.06, -0.02, 0.02], [-0.01, 0.01, 0.00], [0.05, -0.07, 0.14], [0.00, 0.00, 0.01], [-0.01, 0.01, 0.00], [0.02, 0.02, -0.01], [-0.07, -0.05, 0.01], [-0.05, 0.03, -0.16], [0.01, -0.01, 0.01], [-0.02, 0.01, -0.02], [-0.03, 0.01, -0.03], [0.01, 0.08, -0.05], [0.00, 0.01, -0.02], [0.03, -0.06, 0.13], [-0.03, -0.02, 0.01], [0.01, 0.00, 0.01], [-0.03, -0.03, 0.00], [-0.03, -0.09, -0.04], [-0.07, -0.03, 0.19], [0.04, -0.03, 0.00], [0.01, 0.01, 0.01], [-0.02, -0.06, 0.00], [-0.01, -0.02, 0.01]], "s2": 6.08, "relative_energy_ev": 1.590, "fmax_ev_per_a": 0.54, "total_charge": -1, "homo_lumo_gap_ev": [5.2, 5.3], "spin_multiplicity": 5}

***

No. 2
{"formula": "H30O19PZr2", "method": "ωB97M-V with the def2-TZVPD basis set", "symbols": ["H", "H", "P", "O", "O", "H", "O", "O", "H", "O", "H", "H", "H", "H", "H", "O", "H", "H", "Zr", "H", "H", "H", "O", "H", "O", "H", "H", "H", "O", "H", "O", "O", "O", "H", "H", "H", "H", "O", "H", "H", "O", "H", "O", "O", "H", "O", "H", "Zr", "O", "H", "O", "H"], "positions_angstrom": [[3.494, -0.824, 2.795], [-2.592, -1.963, 1.225], [0.256, 0.291, -0.105], [-2.757, -2.601, 1.919], [-0.122, 1.189, 1.036], [1.649, 1.903, -3.404], [-5.175, 0.600, -0.654], [3.587, -1.995, -3.254], [1.210, -4.461, -2.967], [3.621, -1.769, 2.711], [-1.961, -2.690, -3.722], [3.230, -1.130, -3.455], [-2.020, -2.496, 2.521], [4.072, -2.243, -4.041], [-1.035, 4.558, 2.791], [-1.240, -0.103, -0.233], [-3.702, 0.890, 3.199], [2.927, 2.505, 3.661], [3.499, -3.228, -0.192], [-5.400, -0.059, -1.312], [0.305, -0.656, 3.833], [0.277, -4.720, -1.803], [2.079, 1.597, -4.202], [-5.753, 0.408, 0.085], [5.417, -0.844, -0.326], [0.698, -3.860, 2.395], [-3.378, 1.651, -3.653], [-0.307, -1.628, 4.819], [-3.735, 1.642, 2.607], [1.702, 1.835, 3.077], [1.057, -4.158, 1.560], [-1.762, 4.671, 2.179], [0.104, 1.431, -1.051], [-2.057, 5.571, 2.321], [3.896, -2.052, 3.583], [0.543, -4.936, 1.342], [-1.973, 2.200, -3.525], [-1.450, 5.201, -1.503], [5.810, -0.282, 0.341], [-1.650, -1.652, -2.665], [1.404, -0.719, -0.228], [1.363, 1.467, -4.825], [2.429, 1.688, 3.682], [-0.033, -1.548, 3.905], [-4.407, 2.212, 2.982], [-2.792, 2.096, -3.040], [-1.679, 5.601, -2.342], [-2.298, 2.378, -0.130], [1.091, -4.272, -2.036], [5.887, -0.626, -1.131], [-1.585, -1.817, -3.605], [-0.743, 5.749, -1.162]], "forces_ev_per_a": [[-0.07, 0.56, 0.02], [0.04, 0.12, -0.36], [1.94, -4.45, -0.94], [-0.23, 0.00, -0.13], [-0.43, 3.25, 5.16], [-0.02, 0.31, 0.30], [1.26, 0.99, 0.22], [-0.10, -0.55, 1.30], [0.28, -0.05, -0.58], [-0.16, -0.59, -1.37], [-0.26, -0.37, -0.30], [-0.23, 0.50, -0.03], [0.36, 0.01, 0.51], [0.39, -0.32, -0.40], [0.38, -0.16, 0.36], [-3.90, -1.49, -0.45], [0.21, -0.67, 0.17], [0.37, 0.37, 0.24], [-1.46, 2.12, 0.16], [-0.01, -0.32, -0.52], [0.22, 0.25, 0.15], [-0.32, -0.31, 0.31], [0.22, -0.41, 0.35], [-0.35, 0.00, 0.51], [-1.32, -1.39, -0.05], [0.14, 0.46, 0.62], [-0.85, -0.44, -0.16], [-0.11, -0.16, 0.53], [0.80, 0.53, -1.62], [-0.22, 0.16, -0.10], [1.09, 0.37, -1.22], [-0.18, -1.38, -1.10], [0.09, 4.75, -4.44], [-0.43, 0.65, -0.15], [0.25, -0.40, 0.45], [-0.16, -0.54, -0.14], [0.51, 0.14, -0.31], [-0.45, -1.57, 0.86], [0.18, 0.11, 0.69], [-0.10, -0.04, 0.29], [-2.72, 2.25, 0.67], [-0.15, -0.03, -0.61], [-0.12, -0.67, -0.27], [-0.15, -0.21, -0.74], [-0.43, 0.55, 0.17], [0.70, 0.60, 2.23], [-0.40, 0.10, -0.64], [3.87, -3.98, -0.45], [1.03, 0.66, 0.98], [0.25, -0.03, -0.63], [0.31, 0.44, 0.09], [0.45, 0.27, 0.38]], "relative_energy_ev": 23.490, "fmax_ev_per_a": 6.50, "total_charge": 5, "homo_lumo_gap_ev": 2.5}

***

No. 3
{"formula": "C2H3F2NOS", "method": "ωB97M-V with the def2-TZVPD basis set", "symbols": ["F", "H", "H", "N", "S", "F", "C", "H", "O", "C"], "positions_angstrom": [[1.649, -1.215, 1.062], [1.853, 0.561, 0.261], [-2.166, 0.206, -0.206], [-1.147, 0.247, -0.366], [-0.903, -0.772, 2.189], [0.816, -0.824, -0.893], [-0.437, -0.170, 0.730], [-0.115, 0.957, -2.000], [-0.582, 1.299, -1.121], [1.033, -0.291, 0.346]], "forces_ev_per_a": [[0.44, -0.79, 0.79], [-2.42, -1.06, 0.14], [0.69, 0.90, -0.70], [-0.61, -0.19, 1.40], [-0.55, 0.55, -1.18], [1.86, -0.76, -1.39], [0.43, 0.55, 0.79], [-1.73, 0.20, 2.82], [0.45, -0.73, -1.75], [1.45, 1.33, -0.91]], "relative_energy_ev": 2.814, "fmax_ev_per_a": 3.31, "smiles": "ONC(=S)C(F)F", "homo_lumo_gap_ev": 8.9}

***

No. 4
{"formula": "C18H25NO7OsPSi", "method": "ωB97M-V with the def2-TZVPD basis set", "symbols": ["H", "H", "C", "H", "H", "C", "H", "C", "C", "H", "C", "C", "N", "P", "C", "C", "H", "H", "H", "H", "O", "Os", "H", "H", "H", "C", "C", "H", "C", "H", "H", "C", "H", "C", "C", "H", "H", "H", "H", "O", "C", "H", "C", "C", "Si", "H", "O", "O", "H", "H", "O", "O", "C", "O"], "positions_angstrom": [[-0.896, -3.371, -0.675], [-1.659, -1.282, -3.620], [1.532, 2.892, -0.266], [-1.798, 1.223, -3.273], [2.563, -2.739, 1.444], [-3.838, -3.172, -1.172], [1.139, 3.179, 3.752], [-2.825, 1.170, 0.212], [2.632, -2.437, 0.415], [0.301, 2.940, 5.927], [-2.387, -1.287, -1.648], [0.568, 1.201, 3.312], [0.662, 2.072, 5.544], [1.021, -1.973, -0.313], [1.223, 2.193, 4.207], [-3.605, -3.722, -2.424], [-4.120, -4.636, -2.746], [-2.561, 0.890, 1.256], [-0.478, -3.268, 1.010], [0.732, -1.166, -2.546], [2.640, 0.852, 0.004], [0.457, 0.247, 0.210], [-2.622, -3.290, -4.382], [-1.616, 2.563, -2.158], [1.316, 1.636, 6.191], [-0.055, -3.328, 0.015], [3.505, 4.345, -0.524], [3.367, -1.648, 0.194], [1.974, 4.331, -0.467], [1.599, -2.823, -2.545], [-0.176, 1.511, -2.580], [-2.255, -1.808, -2.916], [-0.527, 0.776, 4.740], [-3.248, -2.009, -0.759], [1.463, -1.830, -2.089], [-2.647, 2.233, 0.143], [-3.910, 1.035, 0.133], [2.980, -3.322, -0.126], [-4.504, -3.716, -0.535], [1.235, 5.282, -0.599], [-1.254, 1.559, -2.406], [2.286, 1.953, 4.213], [3.963, 2.888, -0.505], [-2.822, -2.986, -3.339], [-1.720, 0.323, -1.057], [2.453, -1.394, -2.091], [0.929, 1.082, 2.140], [0.385, 2.432, -0.131], [-3.445, -1.648, 0.249], [0.469, -4.320, -0.012], [-0.447, 0.544, 3.771], [4.224, 5.305, -0.462], [2.710, 2.052, -0.180], [5.083, 2.469, -0.535]], "forces_ev_per_a": [[0.02, 0.11, -0.12], [0.47, 0.52, -0.64], [3.40, 1.07, 0.17], [-0.02, 0.03, -0.76], [0.04, 0.30, 0.59], [-0.20, -0.93, -0.15], [-0.19, 0.05, 0.06], [-0.13, -0.48, 0.89], [0.09, -0.13, -1.07], [0.20, -0.26, -0.06], [-1.54, -0.72, 1.33], [-0.63, 0.13, -1.13], [-0.10, 0.07, 0.22], [0.79, 1.29, -0.19], [0.57, -0.20, 0.85], [0.16, 0.54, -1.54], [0.35, 0.37, 0.27], [-0.12, 0.04, -0.54], [-0.05, 0.29, 0.30], [0.11, -0.34, -0.47], [0.23, -2.40, 0.12], [-0.26, 0.06, -0.44], [-0.36, -0.11, 0.78], [0.42, -0.20, 0.03], [-0.26, 0.36, -0.09], [-0.30, -2.03, -0.05], [1.37, 1.47, 0.47], [-0.34, -0.13, 0.54], [-3.03, -0.76, -0.36], [-0.53, 0.37, -0.08], [-0.21, 0.34, -0.25], [0.53, 0.26, -0.15], [0.12, 0.19, -0.34], [0.95, 1.03, -0.41], [-0.03, -0.78, 0.68], [0.19, 0.43, -0.07], [0.19, -0.21, -0.25], [-0.09, -0.05, -0.05], [-0.24, -0.08, 0.50], [1.25, -0.67, 0.27], [-0.40, -0.63, 0.38], [0.15, 0.07, -0.16], [-0.74, -2.57, 1.32], [-0.45, -1.16, 0.10], [1.07, 0.86, 0.87], [0.18, 0.49, -0.06], [0.17, 0.07, 0.98], [-1.21, -0.38, -0.08], [0.04, 0.05, -0.18], [-0.23, 0.89, -0.22], [-0.09, -0.35, 0.50], [-1.00, -1.06, -0.34], [0.06, 4.17, -1.55], [-0.38, 0.73, -0.40]], "s2": 6.07, "relative_energy_ev": 0.734, "fmax_ev_per_a": 4.45, "total_charge": 1, "homo_lumo_gap_ev": [7.3, 4.7], "spin_multiplicity": 5}